Record 1
{
  "formula": "C21H64N8O15",
  "method": "wB97M-V/def2-TZVPD",
  "homo_ev": -8.628,
  "gap_ev": 8.94,
  "smiles": "COC[C@H](C)N.COC[C@H](C)N.NC(N)=O.NC(N)=O.NC(N)=O.OCCO.OCCO.OCCO.OCCO.OCCO",
  "species": ["C", "O", "C", "C", "C", "N", "H", "H", "H", "H", "H", "H", "H", "H", "H", "H", "H", "C", "O", "C", "C", "C", "N", "H", "H", "H", "H", "H", "H", "H", "H", "H", "H", "H", "N", "C", "N", "O", "H", "H", "H", "H", "N", "C", "N", "O", "H", "H", "H", "H", "N", "C", "N", "O", "H", "H", "H", "H", "O", "C", "C", "O", "H", "H", "H", "H", "H", "H", "O", "C", "C", "O", "H", "H", "H", "H", "H", "H", "O", "C", "C", "O", "H", "H", "H", "H", "H", "H", "O", "C", "C", "O", "H", "H", "H", "H", "H", "H", "O", "C", "C", "O", "H", "H", "H", "H", "H", "H"],
  "positions_angstrom": [[4.159, 3.499, 5.213], [3.779, 2.122, 5.077], [3.033, 2.062, 3.902], [2.494, 0.689, 3.506], [3.593, -0.421, 3.417], [1.797, 0.841, 2.173], [4.956, 3.433, 5.956], [3.383, 4.150, 5.713], [4.486, 3.967, 4.268], [2.149, 2.663, 4.081], [3.581, 2.457, 3.081], [1.872, 0.296, 4.280], [4.438, -0.458, 4.126], [4.105, -0.216, 2.449], [3.159, -1.375, 3.496], [2.379, 1.255, 1.490], [1.538, -0.117, 1.917], [-4.989, -4.653, 0.928], [-5.181, -4.104, -0.314], [-4.087, -3.280, -0.618], [-4.448, -2.591, -1.892], [-3.318, -1.607, -2.239], [-5.720, -1.875, -1.790], [-5.421, -5.660, 1.048], [-5.420, -3.986, 1.738], [-3.924, -4.769, 1.159], [-4.037, -2.537, 0.282], [-3.197, -3.948, -0.673], [-4.496, -3.361, -2.588], [-2.408, -2.116, -2.350], [-3.293, -0.885, -1.452], [-3.626, -1.198, -3.246], [-6.267, -2.283, -1.035], [-5.607, -0.897, -1.572], [4.153, -6.555, -4.181], [3.571, -5.470, -3.598], [3.531, -4.270, -4.341], [3.107, -5.443, -2.480], [4.857, -6.390, -4.864], [4.489, -7.165, -3.452], [2.971, -3.525, -3.952], [3.462, -4.210, -5.373], [-0.730, 1.537, 3.433], [-1.620, 2.045, 2.538], [-1.113, 2.024, 1.253], [-2.749, 2.428, 2.764], [0.175, 1.306, 3.054], [-0.744, 1.786, 4.387], [-0.108, 1.885, 1.113], [-1.555, 2.803, 0.752], [0.379, -6.148, -1.240], [0.004, -5.022, -0.520], [0.685, -3.905, -0.833], [-0.965, -5.080, 0.276], [0.027, -7.040, -0.950], [1.267, -6.171, -1.687], [1.381, -4.011, -1.539], [0.757, -3.203, -0.145], [1.481, 5.335, -0.344], [0.112, 4.995, -0.583], [-0.318, 5.363, -1.984], [0.519, 4.788, -2.990], [1.517, 6.314, -0.359], [-0.061, 3.920, -0.422], [-0.602, 5.597, 0.041], [-0.234, 6.401, -2.231], [-1.345, 4.995, -2.203], [0.370, 3.814, -3.094], [2.751, 2.697, -0.253], [3.910, 2.573, -1.046], [4.120, 3.712, -2.083], [2.997, 3.725, -2.957], [2.558, 3.589, 0.058], [4.846, 2.545, -0.409], [3.778, 1.653, -1.641], [4.982, 3.453, -2.662], [4.136, 4.637, -1.497], [2.301, 4.379, -2.655], [0.619, -1.910, 1.418], [-0.363, -2.476, 2.390], [-1.818, -2.591, 1.862], [-2.334, -1.297, 1.645], [0.282, -1.198, 0.878], [0.058, -3.476, 2.605], [-0.361, -1.802, 3.289], [-2.388, -3.204, 2.593], [-1.781, -3.177, 0.982], [-2.875, -0.941, 2.405], [-2.822, 4.334, 0.590], [-3.867, 4.026, -0.381], [-4.346, 2.571, -0.339], [-3.291, 1.619, -0.583], [-3.033, 3.935, 1.436], [-4.729, 4.666, -0.101], [-3.439, 4.287, -1.358], [-5.106, 2.501, -1.202], [-4.893, 2.301, 0.620], [-3.021, 1.410, 0.332], [1.523, -1.347, -2.818], [1.496, -0.022, -2.348], [0.076, 0.316, -1.955], [-0.121, -0.395, -0.768], [1.690, -1.970, -2.106], [2.201, 0.265, -1.498], [1.794, 0.666, -3.162], [-0.640, -0.081, -2.737], [-0.044, 1.389, -1.866], [-0.983, -0.194, -0.454]]
}



Record 2
{
  "formula": "C8H19N5S",
  "method": "wB97M-V/def2-TZVPD",
  "homo_ev": -16.276,
  "e_above_lowest_kj_mol": 324.2,
  "charge": 2,
  "gap_ev": 8.22,
  "species": ["C", "C", "C", "C", "C", "C", "C", "C", "N", "N", "N", "N", "N", "S", "H", "H", "H", "H", "H", "H", "H", "H", "H", "H", "H", "H", "H", "H", "H", "H", "H", "H", "H"],
  "positions_angstrom": [[-1.164, 0.063, -1.626], [1.049, -0.659, -0.685], [-1.455, 1.061, 0.687], [4.306, -0.936, -0.987], [-3.812, -0.977, 1.948], [-0.494, 3.417, -0.565], [3.327, -0.464, 0.098], [-2.283, -1.083, 1.862], [-1.823, 0.675, -0.666], [0.093, -0.165, -1.758], [0.570, -1.662, -0.103], [2.193, -0.037, -0.679], [-1.791, 0.284, 1.704], [-0.648, 2.551, 1.024], [-1.872, -0.083, -2.374], [5.251, -1.473, -0.534], [3.948, -1.717, -1.627], [4.671, 0.049, -1.568], [-4.339, -0.796, 1.117], [-4.340, -1.815, 2.310], [-4.014, -0.281, 2.639], [-1.394, 3.937, -0.821], [-0.346, 2.658, -1.243], [0.282, 4.061, -0.433], [3.066, -1.225, 0.716], [3.580, 0.469, 0.766], [-1.656, -1.255, 2.767], [-2.056, -1.658, 0.979], [-2.715, 1.008, -0.891], [0.499, -0.641, -2.531], [1.243, -2.201, 0.435], [2.436, 0.438, -1.535], [-1.876, 0.684, 2.636]]
}



Record 3
{
  "formula": "C4H6S2",
  "method": "wB97M-V/def2-TZVPD",
  "homo_ev": -8.484,
  "e_above_lowest_kj_mol": 79.4,
  "gap_ev": 7.97,
  "smiles": "CS/C=C/C=S",
  "species": ["C", "S", "C", "C", "C", "S", "H", "H", "H", "H", "H", "H"],
  "positions_angstrom": [[0.762, 0.804, -2.247], [-0.691, 0.915, -1.219], [-0.217, -0.044, 0.158], [-0.993, -0.224, 1.234], [-0.429, -0.935, 2.359], [-1.108, -1.314, 3.783], [0.552, 1.029, -3.305], [1.180, -0.240, -2.306], [1.547, 1.499, -1.990], [0.764, -0.500, 0.010], [-1.995, 0.208, 1.310], [0.629, -1.199, 2.213]]
}



Record 4
{
  "formula": "C37H53BrF6N3O6P",
  "method": "wB97M-V/def2-TZVPD",
  "homo_ev": -8.053,
  "gap_ev": 7.05,
  "smiles": "CCOCCOc1c(CON=O)c(CCF)cc2c1C(=O)c1c(Br)cc(P(C)C)c(C(F)(F)C(F)(F)F)c1C2=O.CCN(CC)CC.CCN(CC)CC",
  "species": ["C", "C", "O", "C", "C", "O", "C", "C", "C", "O", "N", "O", "C", "C", "C", "F", "C", "C", "C", "C", "O", "C", "C", "Br", "C", "C", "P", "C", "C", "C", "C", "F", "F", "C", "F", "F", "F", "C", "C", "O", "H", "H", "H", "H", "H", "H", "H", "H", "H", "H", "H", "H", "H", "H", "H", "H", "H", "H", "H", "H", "H", "H", "H", "C", "C", "N", "C", "C", "C", "C", "H", "H", "H", "H", "H", "H", "H", "H", "H", "H", "H", "H", "H", "H", "H", "C", "C", "N", "C", "C", "C", "C", "H", "H", "H", "H", "H", "H", "H", "H", "H", "H", "H", "H", "H", "H", "H"],
  "positions_angstrom": [[-1.153, -4.048, -0.097], [-0.615, -2.640, -0.240], [-0.373, -2.335, -1.606], [-0.935, -1.119, -2.035], [-0.151, 0.069, -1.504], [-0.813, 1.282, -1.893], [-1.555, 1.873, -0.913], [-0.946, 2.621, 0.105], [0.546, 2.794, 0.107], [1.198, 1.699, 0.774], [2.314, 2.161, 1.485], [2.927, 1.272, 1.921], [-1.713, 3.239, 1.108], [-1.042, 4.015, 2.224], [-1.949, 4.414, 3.360], [-2.544, 3.309, 3.943], [-3.101, 3.130, 1.068], [-3.687, 2.399, 0.049], [-2.947, 1.770, -0.946], [-3.701, 1.052, -2.000], [-3.351, 1.008, -3.141], [-4.963, 0.382, -1.517], [-5.383, -0.831, -2.054], [-4.455, -1.787, -3.388], [-6.552, -1.407, -1.575], [-7.300, -0.833, -0.551], [-8.782, -1.891, -0.165], [-8.490, -2.665, 1.477], [-10.280, -0.846, -0.009], [-6.869, 0.373, 0.039], [-7.599, 0.972, 1.225], [-6.733, 1.551, 2.080], [-8.192, 0.001, 1.951], [-8.710, 2.058, 0.876], [-8.373, 3.253, 1.336], [-8.885, 2.160, -0.435], [-9.860, 1.739, 1.455], [-5.711, 0.982, -0.485], [-5.171, 2.307, -0.035], [-5.857, 3.263, 0.184], [-2.076, -4.141, -0.662], [-1.355, -4.235, 0.953], [-0.407, -4.742, -0.466], [0.327, -2.560, 0.308], [-1.293, -1.907, 0.203], [-1.977, -1.048, -1.714], [-0.902, -1.096, -3.120], [0.866, 0.071, -1.886], [-0.089, -0.020, -0.424], [0.845, 3.702, 0.616], [0.896, 2.883, -0.920], [-0.263, 3.379, 2.643], [-0.594, 4.932, 1.847], [-2.738, 5.092, 3.036], [-1.374, 4.922, 4.132], [-3.753, 3.593, 1.787], [-6.872, -2.341, -2.008], [-8.710, -3.721, 1.379], [-7.459, -2.538, 1.788], [-9.142, -2.257, 2.246], [-10.448, -0.547, 1.025], [-10.208, 0.045, -0.621], [-11.134, -1.433, -0.326], [6.843, -4.433, 3.903], [6.396, -3.557, 2.741], [4.954, -3.462, 2.623], [4.513, -2.885, 1.365], [4.883, -1.427, 1.072], [4.253, -3.002, 3.809], [4.640, -1.636, 4.391], [6.377, -5.417, 3.848], [7.925, -4.566, 3.868], [6.602, -3.988, 4.869], [6.776, -3.999, 1.817], [6.878, -2.571, 2.835], [3.427, -2.995, 1.297], [4.913, -3.509, 0.559], [4.294, -0.732, 1.665], [4.674, -1.201, 0.024], [5.941, -1.227, 1.247], [4.387, -3.754, 4.592], [3.181, -3.011, 3.596], [5.722, -1.511, 4.462], [4.236, -1.541, 5.401], [4.238, -0.809, 3.806], [3.531, 0.491, -2.353], [5.011, 0.845, -2.307], [5.723, 0.505, -3.523], [7.167, 0.556, -3.379], [7.818, 1.912, -3.080], [5.182, 1.072, -4.746], [5.050, 2.598, -4.836], [3.389, -0.559, -2.616], [3.084, 0.657, -1.370], [2.982, 1.104, -3.069], [5.463, 0.283, -1.486], [5.112, 1.911, -2.045], [7.617, 0.138, -4.284], [7.439, -0.137, -2.576], [7.825, 2.564, -3.953], [8.858, 1.760, -2.786], [7.322, 2.434, -2.261], [4.193, 0.636, -4.909], [5.785, 0.712, -5.583], [4.605, 3.026, -3.937], [4.401, 2.858, -5.675], [6.008, 3.085, -5.009]]
}



Record 5
{
  "formula": "C40H30Br2N2OP2PdTe",
  "method": "wB97M-V/def2-TZVPD",
  "homo_ev": -7.268,
  "e_above_lowest_kj_mol": 0.0,
  "gap_ev": 7.13,
  "species": ["Pd", "C", "C", "C", "C", "C", "C", "Br", "C", "C", "Br", "C", "O", "C", "N", "H", "H", "H", "H", "H", "H", "Te", "C", "C", "C", "N", "C", "C", "C", "P", "C", "C", "C", "C", "C", "C", "C", "C", "C", "C", "C", "C", "P", "C", "C", "C", "C", "C", "C", "C", "C", "C", "C", "C", "C", "H", "H", "H", "H", "H", "H", "H", "H", "H", "H", "H", "H", "H", "H", "H", "H", "H", "H", "H", "H", "H", "H", "H", "H"],
  "positions_angstrom": [[1.121, -0.486, 0.890], [-0.850, -2.927, 2.436], [0.424, -2.607, 3.150], [0.676, -3.174, 4.420], [1.845, -2.920, 5.067], [2.821, -2.093, 4.466], [4.079, -1.789, 5.035], [4.570, -2.495, 6.727], [4.959, -0.984, 4.373], [4.623, -0.450, 3.123], [5.854, 0.672, 2.235], [3.411, -0.695, 2.501], [3.103, -0.204, 1.341], [2.499, -1.540, 3.211], [1.298, -1.800, 2.585], [-1.216, -3.910, 2.728], [-0.692, -2.909, 1.359], [-1.623, -2.194, 2.675], [-0.075, -3.817, 4.859], [2.047, -3.354, 6.037], [5.921, -0.750, 4.808], [-1.937, 2.955, -0.920], [-3.184, 2.116, -2.421], [-2.812, 1.998, -3.752], [-3.653, 1.315, -4.622], [-4.812, 0.770, -4.258], [-5.178, 0.918, -2.985], [-4.404, 1.571, -2.034], [-0.724, 1.330, -0.528], [-0.980, -0.327, -0.025], [-2.570, -0.502, 0.821], [-3.417, -1.585, 0.607], [-4.642, -1.652, 1.254], [-5.032, -0.635, 2.113], [-4.188, 0.447, 2.335], [-2.961, 0.513, 1.692], [-1.126, -1.402, -1.504], [-2.194, -1.209, -2.382], [-2.229, -1.834, -3.614], [-1.181, -2.656, -3.998], [-0.123, -2.868, -3.130], [-0.098, -2.250, -1.883], [1.001, 1.256, -0.464], [1.854, 1.076, -2.044], [3.211, 0.736, -2.054], [3.848, 0.499, -3.262], [3.136, 0.590, -4.453], [1.784, 0.905, -4.438], [1.140, 1.140, -3.230], [1.739, 2.646, 0.437], [1.349, 2.838, 1.762], [1.912, 3.849, 2.517], [2.867, 4.686, 1.953], [3.242, 4.515, 0.630], [2.679, 3.499, -0.130], [-1.883, 2.421, -4.114], [-3.375, 1.192, -5.664], [-6.129, 0.475, -2.707], [-4.738, 1.628, -1.006], [-3.123, -2.379, -0.069], [-5.295, -2.498, 1.081], [-5.993, -0.684, 2.609], [-4.488, 1.243, 3.004], [-2.304, 1.355, 1.856], [-3.009, -0.552, -2.102], [-3.072, -1.666, -4.273], [-1.192, -3.136, -4.968], [0.691, -3.522, -3.414], [0.731, -2.460, -1.212], [3.748, 0.638, -1.117], [4.897, 0.232, -3.275], [3.635, 0.400, -5.395], [1.228, 0.955, -5.365], [0.076, 1.351, -3.200], [0.608, 2.178, 2.200], [1.613, 3.983, 3.549], [3.313, 5.474, 2.546], [3.978, 5.172, 0.184], [2.974, 3.376, -1.161]]
}



Record 6
{
  "formula": "H18O9",
  "method": "wB97M-V/def2-TZVPD",
  "homo_ev": -9.749,
  "e_above_lowest_kj_mol": 564.6,
  "gap_ev": 9.82,
  "smiles": "O.O.O.O.O.O.O.O.O",
  "species": ["O", "H", "H", "O", "H", "H", "O", "H", "H", "O", "H", "H", "O", "H", "H", "O", "H", "H", "O", "H", "H", "O", "H", "H", "O", "H", "H"],
  "positions_angstrom": [[0.266, 0.728, -0.655], [0.193, -0.020, 0.049], [-0.574, 1.157, -0.442], [3.992, -1.156, -0.115], [4.808, -0.885, -0.576], [3.392, -0.625, -0.614], [1.837, 2.407, 0.498], [2.467, 3.197, 0.711], [2.277, 1.696, 0.909], [-2.680, -1.303, -1.960], [-3.399, -1.810, -1.520], [-1.908, -1.860, -2.007], [2.812, -2.816, -0.769], [2.332, -3.369, -0.104], [2.100, -2.452, -1.228], [0.305, -1.306, 1.605], [0.821, -1.114, 2.380], [0.096, -2.269, 1.786], [-3.810, -1.002, 1.581], [-4.398, -1.207, 0.748], [-4.509, -1.120, 2.237], [-3.337, 0.857, -0.779], [-2.900, 1.409, -1.431], [-2.581, 0.777, -0.100], [0.582, 4.029, -0.386], [1.520, 4.283, -0.268], [0.295, 3.776, 0.451]]
}



Record 7
{
  "formula": "C4H2",
  "method": "wB97M-V/def2-TZVPD",
  "homo_ev": [-9.534, -9.534],
  "e_above_lowest_kj_mol": 493.2,
  "gap_ev": [8.06, 8.06],
  "species": ["C", "C", "C", "C", "H", "H"],
  "positions_angstrom": [[0.708, -0.563, -0.275], [-2.138, -0.334, -0.083], [0.498, 0.634, 0.384], [-0.904, -0.298, -0.169], [0.274, 1.676, 0.115], [1.561, -1.115, 0.028]]
}



Record 8
{
  "formula": "C24H44Cl3N2O4PtSi",
  "method": "wB97M-V/def2-TZVPD",
  "homo_ev": [0.406, -5.963],
  "e_above_lowest_kj_mol": 157.2,
  "charge": -1,
  "spin_multiplicity": 3,
  "gap_ev": [1.81, 8.23],
  "species": ["C", "C", "H", "H", "H", "C", "C", "H", "H", "H", "H", "Pt", "Cl", "Cl", "C", "O", "N", "C", "C", "H", "H", "H", "H", "H", "H", "H", "H", "H", "C", "C", "N", "H", "C", "O", "H", "H", "H", "H", "O", "C", "C", "C", "H", "C", "H", "C", "H", "C", "C", "H", "H", "H", "Si", "Cl", "C", "C", "C", "H", "H", "H", "H", "H", "H", "H", "H", "H", "C", "C", "C", "O", "C", "H", "H", "H", "H", "H", "H", "H", "H"],
  "positions_angstrom": [[1.519, -0.736, -3.002], [1.077, 0.691, -2.977], [1.244, -1.260, -3.913], [1.109, -1.275, -2.150], [2.606, -0.793, -2.904], [0.618, 1.380, -4.024], [0.443, 0.904, -5.427], [0.352, 2.420, -3.864], [0.676, -0.149, -5.555], [1.083, 1.467, -6.111], [-0.582, 1.063, -5.772], [0.072, 0.071, 0.897], [2.317, 0.344, 1.400], [0.346, -2.153, 0.289], [0.469, 2.915, 1.653], [-0.360, 1.989, 1.656], [0.194, 4.153, 2.062], [-1.135, 4.529, 2.493], [1.196, 5.195, 2.000], [1.495, 2.749, 1.327], [-1.752, 3.640, 2.546], [-1.577, 5.234, 1.788], [-1.093, 5.000, 3.475], [2.125, 4.787, 1.616], [1.373, 5.614, 2.992], [0.875, 5.991, 1.331], [-1.427, -0.932, -2.695], [-2.360, 1.350, -3.236], [-2.227, -1.084, -1.975], [-3.181, 1.114, -2.559], [-2.717, 0.209, -1.529], [-1.827, -1.631, -1.131], [-2.533, 0.626, -0.285], [-2.031, -0.041, 0.637], [-3.545, 2.035, -2.112], [-2.897, 1.646, -0.103], [-3.040, -1.638, -2.443], [-3.989, 0.656, -3.128], [0.089, 0.781, -0.838], [1.153, 1.301, -1.584], [-0.040, 3.525, -1.441], [1.146, 2.812, -1.580], [-0.954, 2.969, -1.294], [-0.046, 4.912, -1.475], [2.107, 0.984, -1.148], [2.333, 3.523, -1.726], [-0.982, 5.450, -1.378], [1.142, 5.612, -1.634], [2.335, 4.910, -1.751], [3.265, 2.979, -1.823], [1.141, 6.694, -1.662], [3.269, 5.446, -1.867], [0.468, -7.382, -0.016], [0.720, -7.391, -2.103], [-1.346, -7.094, 0.320], [1.522, -5.998, 0.663], [1.028, -9.047, 0.616], [-1.679, -6.144, -0.094], [-1.542, -7.077, 1.393], [-1.959, -7.880, -0.118], [0.440, -9.853, 0.181], [0.922, -9.103, 1.700], [2.074, -9.230, 0.374], [1.220, -5.035, 0.256], [2.572, -6.146, 0.420], [1.434, -5.944, 1.749], [-1.045, 0.154, 4.771], [0.152, -0.694, 5.053], [0.834, -0.565, 3.706], [-0.191, -0.776, 2.747], [-1.400, -0.349, 3.380], [-1.870, 0.097, 5.512], [-0.707, 1.215, 4.700], [-0.164, -1.751, 5.209], [0.765, -0.356, 5.916], [1.224, 0.475, 3.648], [1.648, -1.315, 3.615], [-2.047, -1.248, 3.473], [-1.951, 0.457, 2.865]]
}